Record 1
Computed, not measured: C36H35ClNP2Tm as an isolated structure, with wB97M-V/def2-TZVPD.

XYZ file:
```
76
Properties=species:S:1:pos:R:3
Tm -1.2064 0.5957 -0.9042
Cl -0.7972 2.1212 -2.6869
P 0.0048 1.9632 1.4845
P 0.2509 -1.9383 -1.4961
N -3.4704 0.1087 -0.3633
C 1.1147 -4.6392 -1.2410
C 0.7261 -6.0133 0.7013
C 1.3762 5.8161 0.8199
C -1.5816 2.8047 1.8616
C -3.4432 -2.4242 -4.1641
C 0.6924 4.7358 1.3881
C 1.2236 -5.8655 -0.5933
C -3.4923 3.1918 3.2907
C -1.1034 -2.3502 -2.6721
C 2.2079 1.9768 5.0203
C 0.0805 -4.9411 1.3298
C 1.0408 3.4226 1.0289
C 0.4892 -3.5386 -0.6246
C 1.6672 2.3735 3.7881
C -0.0514 -3.7164 0.6676
C 0.6731 1.5957 3.1548
C -2.1865 -3.1338 -2.2327
C 1.8306 -2.7821 -3.6997
C 0.1171 0.5114 3.8706
C -2.3423 -1.7101 -4.6413
C -1.1597 -1.6726 -3.9034
C 2.2010 3.1874 0.2700
C 2.7784 -1.0241 -2.3009
C 1.7221 0.8338 5.6571
C 2.8495 -2.5993 -4.6379
C 3.7973 -1.5993 -4.4245
C 2.8959 4.2675 -0.2731
C 3.7891 -0.8444 -3.2499
C 2.4482 5.5733 -0.0459
C -2.1503 2.8284 3.1417
C -2.2883 3.3310 0.7606
C 1.7445 -1.9423 -2.5761
C 0.6490 0.1225 5.1076
C -4.2390 3.5683 2.1708
C -3.6410 3.6581 0.9126
C -3.3650 -3.1478 -2.9709
H 2.9472 6.4128 -0.5244
H -0.5832 -2.8971 1.1548
H -5.3017 3.8013 2.2842
H -0.1173 4.9194 2.1011
H 1.5142 -4.5527 -2.2470
H 1.7092 -6.7088 -1.1131
H 4.5725 -0.1156 -3.0393
H -3.4915 -0.9141 -0.2057
H -1.5514 2.5793 4.0192
H -3.7233 0.6071 0.5082
H -3.9528 3.1796 4.2806
H -0.7536 -0.0218 3.4904
H 0.8487 -6.9681 1.2148
H 3.7893 4.0642 -0.8634
H 2.0075 3.3131 3.3530
H 2.5510 2.1653 0.1146
H 2.1840 0.4960 6.5932
H 2.7794 -0.4601 -1.3626
H -4.1722 0.3501 -1.1048
H 1.5719 -1.3569 1.9482
H -4.2044 3.9899 0.0397
H -0.3225 -5.0660 2.3346
H -2.0879 -3.7431 -1.3333
H 2.8887 -3.2466 -5.5149
H 3.0109 2.5704 5.4767
H 2.1249 -1.2357 1.4629
H 1.1056 -3.5895 -3.8473
H 1.0695 6.8325 1.0646
H -1.7797 3.5506 -0.1926
H -0.2896 -1.1260 -4.2861
H -4.2127 -3.7502 -2.6367
H 4.5662 -1.4366 -5.1802
H -4.3712 -2.4228 -4.7434
H -2.3934 -1.1936 -5.6040
H 0.2153 -0.7313 5.6329
```

## Properties
Spin multiplicity: 3
LUMO (alpha / beta) in eV: -6.218 / -6.651
Charge: +2
Gap between HOMO and LUMO (alpha / beta) in eV: 7.78 / 7.35
HOMO (alpha / beta) in eV: -14.00 / -14.00

These are the Löwdin partial charges, in e, on atoms 1 to 6:
1. Tm 0.929
2. Cl -0.037
3. P 1.007
4. P 0.999
5. N -0.031
6. C -0.065

***

Record 2
Computed, not measured: C36H35EuN4O8 as an isolated structure, with wB97M-V/def2-TZVPD.

XYZ file:
```
84
Properties=species:S:1:pos:R:3
Eu -15.1835 -2.0452 14.4125
O -11.5203 2.0161 9.6239
O -16.3899 -0.3088 21.5039
O -13.4978 -0.6699 13.3480
O -10.3466 0.9389 8.1199
O -15.4395 -0.8134 16.4149
O -13.1983 -2.8796 13.1587
O -17.3189 -1.8151 15.7120
O -18.7099 -0.0187 21.6757
N -16.8069 0.2848 13.0977
N -16.6647 -2.8836 12.1537
N -13.4122 -3.3111 16.0526
N -10.9726 1.0159 9.1771
C -12.0763 -1.4821 16.8334
C -9.7269 -1.8206 17.3568
C -11.7304 -0.2466 11.1235
C -16.6172 -1.3037 16.6384
C -10.8276 -0.9742 17.1759
C -16.3592 -1.0600 19.1839
C -10.2321 -1.2700 9.5279
C -10.9728 -0.1764 9.9845
C -12.2082 -2.8520 16.5044
C -16.3223 -6.8874 16.6648
C -9.8204 -3.1484 16.9663
C -11.0465 -2.5367 11.4162
C -17.1952 -1.2969 18.0503
C -15.0121 -6.4673 16.4742
C -11.8376 -1.4628 11.8028
C -15.9496 -4.4380 15.4672
C -15.7571 -3.1093 11.0135
C -15.8804 1.4396 12.9002
C -11.0437 -3.6976 16.5435
C -17.4403 0.1265 22.3679
C -18.4021 -0.4873 20.4429
C -17.3076 -4.1522 12.4919
C -17.0609 -0.4053 11.8134
C -19.1925 -0.7598 19.3414
C -18.6051 -1.2594 18.1716
C -17.2528 -4.9295 15.5988
C -12.9122 -1.6812 12.8572
C -17.0421 -0.7254 20.3293
C -17.4268 -6.1801 16.2120
C -17.9933 0.7424 13.8407
C -13.5110 -4.6512 15.8538
C -12.3589 -5.5481 15.7720
C -14.8415 -5.2241 15.8028
C -17.6745 -1.7914 11.9054
C -11.1364 -5.0599 16.1416
C -10.2528 -2.4520 10.2614
H -14.9923 -3.8358 11.3069
H -16.3913 2.2214 12.2753
H -9.6650 -1.2285 8.5684
H -14.9811 1.1490 12.4310
H -16.4233 -7.8222 17.2663
H -18.1227 -4.3431 15.3061
H -15.6048 1.9132 13.8883
H -17.4345 -0.5026 23.2690
H -19.2596 -1.5971 17.3860
H -10.7859 0.0621 17.4920
H -18.1754 -2.0179 10.9703
H -9.5999 -3.3136 9.9624
H -12.5063 -6.6191 15.5158
H -17.7669 0.1482 11.1818
H -12.9773 -0.9367 16.8557
H -12.2513 0.6325 11.4473
H -18.4175 -0.1364 14.3907
H -18.4100 -1.8767 12.6988
H -17.9549 -4.0782 13.3712
H -18.7678 1.1398 13.1458
H -15.2976 -1.2070 19.0847
H -17.4005 1.1852 22.6869
H -20.2403 -0.5567 19.3277
H -16.0379 -0.3728 11.3404
H -18.0110 -4.5624 11.7119
H -16.2726 -3.5921 10.1256
H -17.7382 1.5162 14.5322
H -11.1121 -3.4606 11.9866
H -15.2094 -2.2099 10.6542
H -18.4466 -6.5424 16.3630
H -10.2249 -5.6399 16.2317
H -14.1067 -6.9077 16.8567
H -8.9276 -3.8230 16.9878
H -16.4837 -4.8821 12.6750
H -8.8274 -1.4756 17.9077
```

## Properties
Spin multiplicity: 7
LUMO (alpha / beta) in eV: -0.805 / -0.687
Charge: 0
Gap between HOMO and LUMO (alpha / beta) in eV: 6.63 / 6.81
HOMO (alpha / beta) in eV: -7.44 / -7.50

These are the Löwdin partial charges, in e, on atoms 1 to 6:
1. Eu 2.080
2. O 0.083
3. O 0.015
4. O -0.137
5. O 0.065
6. O -0.178

***

Record 3
Computed, not measured: C36H35GeN3Pd as an isolated structure, with wB97M-V/def2-TZVPD.

XYZ file:
```
76
Properties=species:S:1:pos:R:3
Pd 0.9771 0.6548 0.0888
Ge -1.2848 -0.7269 -2.0924
N 2.4338 -0.3353 1.4926
N 4.0450 -1.7697 2.8709
N 1.8193 2.9108 0.6827
C 3.0334 -1.3992 0.6477
C -0.8343 -4.0254 0.5068
C -1.8021 -0.6255 -6.8238
C -2.0486 -1.8079 -6.1402
C 3.5191 0.5027 2.0334
C -0.8762 -2.5059 -1.3787
C -2.9173 -0.0024 -1.2871
C -4.1715 1.9566 -0.6221
C -1.3180 3.3319 2.5577
C -3.9228 -0.8015 -0.7502
C -5.1634 1.1481 -0.0838
C 1.7145 -0.9793 2.6136
C -1.3866 0.4991 -6.1245
C -1.4581 -0.7444 -4.0488
C -1.5644 0.6865 1.8597
C -2.5595 1.2935 2.6095
C 3.9980 -2.2647 1.4966
C 2.9456 3.5421 0.3693
C -2.4486 2.6346 2.9416
C -0.2619 -3.4895 -2.1518
C 2.7004 -1.8370 3.4419
C -0.2918 2.7117 1.8341
C 0.2594 0.3389 -1.4774
C 4.4897 -0.3779 2.8614
C 2.4133 5.3630 1.7815
C -0.4224 1.3612 1.4338
C -1.1438 -2.7876 -0.0403
C -3.0560 1.3822 -1.2127
C 0.0524 -4.7289 -1.6104
C 0.9433 3.4742 1.5273
C 3.2949 4.7737 0.8857
C -1.8788 -1.8636 -4.7633
C -1.2151 0.4355 -4.7493
C 1.2386 4.7167 2.1052
C -5.0381 -0.2326 -0.1493
C -0.2395 -5.0016 -0.2809
H -3.8451 -1.8827 -0.8028
H 2.3882 -2.8825 3.4692
H 5.5005 -0.3406 2.4510
H 3.5908 3.0301 -0.3374
H -6.0294 1.5934 0.3900
H -4.2594 3.0346 -0.5683
H 1.2625 -0.1890 3.2140
H -3.2338 3.1331 3.4959
H -1.9349 -0.5798 -7.8973
H -2.2733 2.0282 -1.5979
H -1.6025 -2.0323 0.5854
H -5.8082 -0.8688 0.2699
H 4.5410 -0.0317 3.8954
H 3.5457 -0.9103 -0.1818
H -2.3781 -2.6880 -6.6787
H -2.0958 -2.7912 -4.2444
H -0.0030 -5.9709 0.1400
H 5.0095 -2.2423 1.0871
H -0.0077 -3.2863 -3.1861
H 4.2237 5.2492 0.6038
H -1.0634 -4.2289 1.5460
H 2.7534 -1.4822 4.4731
H 3.6738 -3.3064 1.5179
H 0.5277 -5.4814 -2.2274
H -1.1941 1.4257 -6.6509
H -0.8788 1.3210 -4.2191
H -1.7035 -0.3505 1.5818
H 2.2162 -1.9870 0.2278
H 0.9006 -1.5646 2.1833
H 0.5600 5.1682 2.8122
H 2.6439 6.3227 2.2267
H 3.0654 1.2844 2.6453
H -3.4313 0.7257 2.9124
H -1.2484 4.3801 2.8162
H 4.0139 0.9900 1.1929
```

## Properties
LUMO in eV: 0.059
Charge: 0
Gap between HOMO and LUMO in eV: 7.19
HOMO in eV: -7.13

These are the Löwdin partial charges, in e, on atoms 1 to 6:
1. Pd 0.815
2. Ge 0.877
3. N -0.267
4. N -0.164
5. N 0.050
6. C -0.162

***

Values for energy, hartree, ordered as above
-3675.2214 -2924.0512 -3761.7163
Values for energy relative to the best compared isomer or geometry (same formula, charge and spin), eV, ordered as above
0.000 0.000 0.000